Formula: C29H39N5ReSi
Source: the Open Molecules 2025 dataset
Level of theory: ωB97M-V/def2-TZVPD

Values from the calculation:
energy relative to the best compared isomer or geometry (same formula, charge and spin): 206.6 kJ/mol
E: -48149.1591 eV
<S²>: 0.775
HOMO level (alpha / beta): -12.84 / -13.50 eV
2S+1: 2
charge: +2
lowest unoccupied orbital energy (alpha / beta): -7.259 / -7.645 eV
frontier orbital gap (alpha / beta): 5.581 / 5.850 eV

Last column: Mulliken spin population.
Geometry (Å):
Re (-0.154, 0.692, -0.235)  0.386
C (3.169, 2.113, 2.375)  -0.012
C (1.914, 1.617, 1.742)  0.104
N (1.716, 1.427, 0.478)  -0.112
C (2.581, 2.040, -0.536)  0.025
C (1.672, 2.973, -1.320)  -0.005
N (0.506, 2.204, -1.816)  0.008
C (-0.475, 3.082, -2.500)  0.018
C (-1.142, 2.325, -3.645)  -0.001
N (-1.518, 0.965, -3.276)  0.006
C (-2.880, 0.805, -2.796)  0.003
C (-3.026, 1.283, -1.349)  -0.006
N (-2.054, 0.638, -0.491)  0.148
C (-2.428, -0.436, 0.444)  0.002
C (-3.470, -1.397, -0.114)  -0.002
C (-1.531, 0.765, 2.532)  0.052
C (-1.623, 1.064, 3.884)  -0.003
C (-0.512, 1.480, 4.596)  0.023
C (0.696, 1.593, 3.932)  0.025
C (0.732, 1.356, 2.569)  0.058
N (-0.367, 0.973, 1.869)  -0.014
H (4.017, 2.072, 1.700)  0.001
H (3.405, 1.485, 3.235)  0.003
H (3.053, 3.136, 2.739)  0.008
H (2.988, 1.266, -1.185)  -0.007
H (3.408, 2.598, -0.105)  0.000
H (2.205, 3.445, -2.148)  0.004
H (1.301, 3.763, -0.664)  0.004
H (0.865, 1.569, -2.531)  -0.020
H (0.038, 3.952, -2.918)  0.001
H (-1.181, 3.450, -1.757)  -0.006
H (-0.434, 2.271, -4.474)  0.000
H (-1.996, 2.912, -4.004)  0.000
H (-1.356, 0.341, -4.053)  0.001
H (-3.140, -0.252, -2.855)  0.001
H (-3.600, 1.353, -3.417)  0.000
H (-4.040, 1.082, -1.000)  -0.003
H (-2.899, 2.365, -1.303)  0.005
H (-3.186, -1.679, -1.126)  0.002
H (-4.457, -0.933, -0.145)  -0.002
H (-3.549, -2.303, 0.478)  0.001
H (-2.573, 0.940, 4.385)  -0.002
H (-0.585, 1.694, 5.654)  0.000
H (1.593, 1.887, 4.456)  0.006
C (1.824, -0.571, -3.095)  0.033
Si (0.916, -1.229, -1.570)  0.099
C (-0.424, -2.381, -2.198)  0.000
C (2.132, -2.180, -0.503)  0.011
C (3.295, -1.593, 0.004)  0.019
C (4.212, -2.321, 0.746)  -0.006
C (3.982, -3.666, 1.001)  0.010
C (2.839, -4.275, 0.504)  -0.003
C (1.926, -3.538, -0.237)  0.023
H (2.347, -1.415, -3.552)  0.004
H (2.585, 0.189, -2.915)  -0.003
H (1.122, -0.187, -3.840)  -0.002
H (0.017, -3.150, -2.838)  0.000
H (-1.147, -1.827, -2.800)  -0.001
H (-0.971, -2.889, -1.402)  0.000
H (3.511, -0.548, -0.195)  -0.002
H (5.113, -1.847, 1.113)  0.000
H (4.698, -4.240, 1.575)  0.000
H (2.662, -5.327, 0.686)  0.000
H (1.046, -4.041, -0.623)  0.000
C (-2.706, -2.138, 2.941)  -0.005
C (-3.299, -0.954, 2.742)  0.055
C (-2.753, 0.137, 1.844)  -0.007
C (-1.018, -0.942, 0.594)  0.003
C (-0.655, -2.036, 1.410)  0.029
C (-1.410, -2.551, 2.424)  0.044
H (-3.181, -2.838, 3.616)  0.003
H (-4.233, -0.756, 3.254)  0.000
H (-3.511, 0.917, 1.721)  -0.005
H (0.352, -2.422, 1.299)  0.005
H (-0.954, -3.360, 2.986)  -0.005

Formula: C29H40AlGeN5O5S2
Source: the Open Molecules 2025 dataset
Level of theory: ωB97M-V/def2-TZVPD

Values from the calculation:
E: -133186.2001 eV
HOMO level: -13.08 eV
2S+1: 1
charge: +2
lowest unoccupied orbital energy: -5.383 eV
frontier orbital gap: 7.694 eV

Last column: Löwdin charge in e.
Geometry (Å):
Al (1.453, -0.040, -0.018)  0.003
N (6.534, -5.020, 2.197)  0.152
C (5.703, -4.308, 1.408)  -0.290
C (5.190, -3.067, 1.848)  -0.005
C (4.339, -2.346, 1.048)  -0.069
C (3.984, -2.830, -0.212)  -0.293
C (4.479, -4.052, -0.662)  -0.032
C (5.325, -4.780, 0.138)  0.004
S (2.841, -1.967, -1.206)  0.792
O (2.556, -2.636, -2.420)  -0.216
O (1.589, -1.809, -0.291)  -0.207
N (3.134, -0.413, -1.386)  -0.059
C (3.930, 0.331, -0.570)  -0.436
N (5.227, 0.516, -0.749)  0.190
C (5.818, 1.417, 0.021)  -0.050
C (5.136, 2.140, 1.004)  0.002
C (3.809, 1.838, 1.187)  -0.056
N (3.201, 0.922, 0.419)  0.113
H (6.810, -4.674, 3.096)  0.113
H (6.898, -5.907, 1.898)  0.118
H (5.492, -2.690, 2.817)  0.119
H (3.944, -1.403, 1.395)  0.091
H (4.182, -4.412, -1.639)  0.127
H (5.709, -5.730, -0.210)  0.127
H (6.876, 1.574, -0.157)  0.132
H (5.630, 2.890, 1.601)  0.121
H (3.214, 2.314, 1.957)  0.130
C (0.277, -2.287, 2.829)  0.040
C (0.160, -0.790, 2.565)  -0.445
C (-0.246, 0.002, 3.800)  0.033
O (1.415, -0.277, 2.030)  0.019
C (-0.821, -0.543, 1.434)  -0.444
O (-2.024, -0.830, 1.619)  -0.026
O (-0.353, -0.066, 0.353)  0.096
H (1.000, -2.468, 3.627)  0.109
H (0.611, -2.802, 1.928)  0.100
H (-0.686, -2.689, 3.135)  0.113
H (0.472, -0.165, 4.603)  0.107
H (-1.224, -0.333, 4.141)  0.112
H (-0.301, 1.070, 3.585)  0.100
H (2.122, -0.475, 2.655)  0.147
S (0.582, 2.966, -3.312)  1.178
C (0.943, 1.462, -2.618)  -0.367
N (0.977, 1.417, -1.313)  0.016
C (0.699, 2.674, -0.764)  -0.274
C (0.633, 3.007, 0.593)  -0.036
C (0.353, 4.308, 0.949)  -0.045
C (0.141, 5.291, -0.024)  -0.046
C (0.189, 4.983, -1.367)  -0.050
C (0.458, 3.665, -1.726)  -0.430
H (1.153, 0.593, -3.227)  0.111
H (0.794, 2.240, 1.340)  0.091
H (0.290, 4.581, 1.994)  0.119
H (-0.063, 6.306, 0.287)  0.122
H (0.025, 5.741, -2.121)  0.125
C (-6.529, 2.848, -1.123)  -0.091
C (-5.202, 2.104, -1.039)  -0.289
C (-4.355, 2.531, 0.159)  -0.287
C (-3.052, 1.738, 0.241)  -0.292
Ge (-3.432, -0.204, 0.296)  1.103
C (-3.319, -1.350, -1.303)  -0.289
C (-4.672, -2.017, -1.587)  -0.293
C (-4.794, -2.448, -3.052)  -0.260
C (-5.143, -1.283, -3.975)  -0.103
H (-7.102, 2.533, -1.994)  0.077
H (-6.361, 3.923, -1.201)  0.081
H (-7.130, 2.662, -0.232)  0.082
H (-4.629, 2.257, -1.959)  0.116
H (-5.398, 1.021, -0.963)  0.076
H (-4.930, 2.385, 1.078)  0.115
H (-4.125, 3.597, 0.084)  0.119
H (-2.474, 2.000, 1.129)  0.068
H (-2.429, 1.933, -0.634)  0.068
H (-4.535, -0.573, 1.284)  0.023
H (-2.533, -2.091, -1.151)  0.077
H (-3.011, -0.707, -2.130)  0.066
H (-5.495, -1.331, -1.361)  0.089
H (-4.793, -2.883, -0.934)  0.112
H (-5.571, -3.209, -3.133)  0.112
H (-3.859, -2.915, -3.373)  0.111
H (-6.138, -0.898, -3.747)  0.077
H (-5.142, -1.600, -5.017)  0.077
H (-4.428, -0.462, -3.876)  0.060

Formula: C29H40AsF3O5ReS5Se
Source: the Open Molecules 2025 dataset
Level of theory: ωB97M-V/def2-TZVPD

Values from the calculation:
energy relative to the best compared isomer or geometry (same formula, charge and spin): 106.5 kJ/mol
E: -231597.3883 eV
HOMO level (alpha / beta): -10.97 / -10.96 eV
2S+1: 1
charge: +1
lowest unoccupied orbital energy (alpha / beta): -5.330 / -5.335 eV
frontier orbital gap (alpha / beta): 5.636 / 5.629 eV

Last column: Löwdin charge in e.
Geometry (Å):
Re (0.451, 1.443, 0.702)  1.194
C (-4.358, -3.282, 4.965)  -0.061
C (-3.340, -3.532, 3.853)  -0.556
C (-2.290, -4.530, 4.358)  -0.040
C (-4.077, -4.132, 2.644)  -0.039
C (-2.640, -2.244, 3.409)  -0.136
C (-1.677, -2.296, 2.411)  -0.051
C (-1.074, -1.118, 1.999)  -0.522
Se (0.189, -0.998, 0.617)  0.928
C (0.761, 0.533, -2.888)  -0.225
C (0.952, -0.155, -4.057)  0.079
C (2.222, -0.646, -4.356)  -0.115
C (3.260, -0.327, -3.477)  0.059
C (3.091, 0.394, -2.294)  -0.058
C (1.783, 0.758, -2.006)  -0.212
O (1.453, 1.280, -0.772)  -0.367
C (4.284, 0.734, -1.380)  -0.518
C (5.614, 0.588, -2.127)  -0.051
C (4.275, -0.228, -0.182)  -0.026
C (4.188, 2.187, -0.887)  -0.044
C (2.461, -1.555, -5.559)  -0.551
C (2.255, -3.003, -5.077)  -0.031
C (1.474, -1.267, -6.694)  -0.049
C (3.885, -1.407, -6.103)  -0.050
C (-1.417, 0.092, 2.578)  -0.320
O (-0.722, 1.159, 2.083)  -0.461
C (-2.397, 0.211, 3.550)  -0.075
C (-2.974, -0.993, 3.945)  0.063
C (-2.836, 1.565, 4.114)  -0.526
C (-3.983, 1.417, 5.115)  -0.057
C (-3.334, 2.458, 2.964)  -0.028
C (-1.655, 2.239, 4.831)  -0.026
H (-4.821, -4.229, 5.244)  0.091
H (-5.156, -2.609, 4.643)  0.091
H (-3.888, -2.867, 5.860)  0.093
H (-2.781, -5.440, 4.709)  0.091
H (-1.718, -4.110, 5.189)  0.095
H (-1.587, -4.813, 3.572)  0.079
H (-4.645, -5.012, 2.953)  0.091
H (-3.381, -4.441, 1.860)  0.080
H (-4.773, -3.409, 2.212)  0.094
H (-1.396, -3.235, 1.950)  0.114
H (0.105, -0.281, -4.716)  0.134
H (4.255, -0.658, -3.721)  0.100
H (5.845, -0.451, -2.367)  0.088
H (6.417, 0.957, -1.489)  0.092
H (5.623, 1.173, -3.049)  0.100
H (4.323, -1.266, -0.519)  0.097
H (3.376, -0.111, 0.426)  0.051
H (5.139, -0.037, 0.458)  0.097
H (4.027, 2.876, -1.720)  0.103
H (5.123, 2.461, -0.398)  0.095
H (3.390, 2.335, -0.160)  0.032
H (1.214, -3.176, -4.792)  0.091
H (2.885, -3.223, -4.212)  0.089
H (2.511, -3.701, -5.876)  0.092
H (0.434, -1.402, -6.392)  0.076
H (1.659, -1.963, -7.514)  0.092
H (1.595, -0.251, -7.080)  0.100
H (4.638, -1.785, -5.410)  0.081
H (4.117, -0.365, -6.337)  0.098
H (3.977, -1.986, -7.023)  0.091
H (-3.734, -0.953, 4.708)  0.090
H (-4.864, 0.958, 4.660)  0.094
H (-4.273, 2.409, 5.466)  0.093
H (-3.692, 0.830, 5.989)  0.093
H (-4.164, 1.982, 2.438)  0.098
H (-2.553, 2.680, 2.235)  0.054
H (-3.688, 3.408, 3.370)  0.093
H (-1.327, 1.640, 5.683)  0.097
H (-1.962, 3.220, 5.203)  0.093
H (-0.799, 2.387, 4.171)  0.060
S (1.219, 5.790, 3.653)  -0.042
As (0.527, 7.245, 2.463)  0.351
S (1.623, 4.685, 0.395)  -0.029
S (0.249, 3.616, 1.456)  0.103
S (0.813, 6.559, 0.325)  -0.029
F (-2.768, 1.370, -4.146)  0.174
C (-2.587, 2.360, -3.285)  -0.677
F (-3.223, 2.093, -2.155)  0.173
F (-3.026, 3.495, -3.798)  0.179
S (-0.792, 2.575, -2.936)  0.716
O (-0.515, 1.037, -2.596)  -0.160
O (-0.120, 2.940, -4.135)  -0.186
O (-0.676, 3.346, -1.743)  -0.284